[1]
C8H21NO3Si in the gas phase at a distorted geometry. Source: OMol25; level of theory: ωB97M-V/def2-TZVPD.

The value obtained for the relative energy (zero: lowest compared OMol25 entry of this formula, charge and spin) is 0.0 kcal per mole. For the energy, the calculation gives -24148.61251 eV. The calculation puts the lowest unoccupied orbital energy at 0.03207 Eh. The calculation puts the max |F| at 4.78 eV/Å. As for the HOMO-LUMO gap: 9.3 eV.

CARTESIAN COORDINATES (ANGSTROEM)
C  2.25590  0.01629  -2.52487
O  1.81539  0.60785  -1.34263
Si  1.18147  -0.12925  -0.03846
O  2.19736  -1.28029  0.42622
C  2.34093  -1.87434  1.64348
O  1.33188  1.06082  1.07582
C  1.43860  2.44352  0.94486
N  -0.53483  -0.77404  -0.20002
C  -0.86113  -2.01340  0.35131
C  -1.67867  0.16614  -0.18154
C  -2.06606  0.35040  1.28294
C  -1.30131  1.55679  -0.77739
C  -2.75132  -0.45031  -1.05617
H  2.76867  -0.91997  -2.31375
H  2.86590  0.69296  -3.01034
H  1.45955  -0.13135  -3.12110
H  3.08137  -1.39134  2.10960
H  2.67757  -2.87836  1.40511
H  1.45712  -1.86899  2.26260
H  1.32451  2.74179  0.01058
H  2.39626  2.78789  1.33013
H  0.66793  3.01112  1.44168
H  -0.20157  -2.77043  -0.10422
H  -0.86226  -2.05043  1.45020
H  -1.91038  -2.29128  0.01909
H  -2.38149  -0.52708  1.90008
H  -1.15968  0.72164  1.87404
H  -2.90033  1.04347  1.57185
H  -0.98077  1.60531  -1.79040
H  -0.49274  2.11553  -0.23290
H  -2.19110  2.12649  -0.73935
H  -2.20928  -0.68654  -1.89345
H  -3.19414  -1.30183  -0.56239
H  -3.58337  0.29123  -1.21059

***

[2]
A molecular structure, C15H26CrF6NO3P2 at a distorted geometry. Source: OMol25; level of theory: ωB97M-V/def2-TZVPD.

For the energy, the calculation gives -86909.83443 eV. The calculation puts the lowest unoccupied orbital energy (alpha / beta) at -0.11818 / -0.12690 Eh. As for the multiplicity: 5. Its expectation value of S² is 6.021. The charge is +1. The calculation puts the max |F| at 3.49 eV/Å. As for the HOMO-LUMO gap (alpha / beta): 8.7 / 9.0 eV.

CARTESIAN COORDINATES (ANGSTROEM)
Cr  0.10740  -0.19203  0.09240
P  2.15120  -1.21273  0.35750
C  2.45590  -1.67733  -1.45080
C  1.15670  -1.98013  -2.18640
N  0.02630  -1.42053  -1.67810
C  -1.15190  -1.63993  -2.31870
C  -1.24000  -2.41813  -3.47630
C  -0.07060  -2.98083  -3.99500
C  1.14690  -2.76023  -3.34570
C  -2.39280  -1.03113  -1.67920
P  -1.96970  0.47087  -0.60820
H  2.06260  -3.18023  -3.73520
H  -2.19040  -2.58493  -3.96110
H  -0.10710  -3.58263  -4.89130
H  -3.12370  -0.75013  -2.43750
H  -2.85160  -1.79093  -1.04650
H  2.91930  -0.85193  -1.93190
H  3.14570  -2.51903  -1.50600
H  1.87250  3.62457  -2.30450
O  2.71250  3.49657  -2.90260
H  2.46670  3.83167  -3.80910
H  -1.44290  4.67407  -0.25230
O  -1.05780  5.47767  -0.73200
H  -1.50620  6.27757  -0.32490
C  -2.19100  1.86237  -1.85770
H  -3.17390  1.80717  -2.32550
H  -2.09540  2.82927  -1.36360
H  -1.43130  1.78887  -2.63670
C  -3.53130  0.63587  0.43020
H  -3.48930  1.54907  1.02460
H  -4.41380  0.67527  -0.20830
H  -3.62700  -0.21593  1.10370
C  2.21930  -2.89563  1.19550
H  3.14150  -3.41533  0.93610
H  2.17860  -2.77563  2.27830
H  1.37290  -3.50453  0.87740
C  3.80620  -0.44253  0.81340
H  3.83300  -0.21153  1.87820
H  4.62240  -1.12653  0.58080
H  3.95580  0.47857  0.24890
C  -1.67190  0.26747  2.97590
C  -0.18890  0.62737  2.93660
O  0.23610  1.00647  1.62790
C  0.03600  1.87567  3.83460
F  -0.38160  1.65117  5.13480
F  1.37590  2.22437  3.85250
F  -0.67720  2.95117  3.33050
C  0.60450  -0.57443  3.48180
F  0.28310  -0.82623  4.80540
F  0.25900  -1.69613  2.75770
F  1.96270  -0.34923  3.40330
H  -2.27730  1.14247  2.70100
H  -1.99010  -0.02663  3.99910
H  -1.86590  -0.59273  2.30680

***

[3]
2 unconnected molecules or ions with the total composition C4H10N4 at a distorted geometry. Source: OMol25; level of theory: ωB97M-V/def2-TZVPD.

The value obtained for the relative energy (zero: lowest compared OMol25 entry of this formula, charge and spin) is 51.4 kcal per mole. For the energy, the calculation gives -10268.62347 eV. The calculation puts the lowest unoccupied orbital energy at 0.02827 Eh. The calculation puts the max |F| at 3.70 eV/Å. As for the HOMO-LUMO gap: 9.7 eV.

CARTESIAN COORDINATES (ANGSTROEM)
H  1.07363  2.58373  -1.03658
N  1.49460  1.94045  -0.37277
C  1.74999  0.75709  -0.87658
N  2.92542  0.11299  -0.53697
H  1.26746  0.42210  -1.80591
H  3.45142  0.57621  0.19057
H  2.78943  -0.86538  -0.30457
C  -1.37495  -0.04864  1.65237
N  -0.98081  -0.39289  0.29932
C  -2.05070  -0.52219  -0.67256
C  0.19446  -1.05926  0.08748
N  0.94271  -1.94969  0.14945
H  -1.72760  0.98720  1.66126
H  -2.19271  -0.68385  1.99867
H  -0.53919  -0.18933  2.33399
H  -2.47668  0.46558  -0.87427
H  -2.85676  -1.15733  -0.29958
H  -1.68971  -0.97679  -1.59332

***

[4]
3 unconnected molecules or ions with the total composition C3H11NOS2 at a distorted geometry. Source: OMol25; level of theory: ωB97M-V/def2-TZVPD.

The value obtained for the relative energy (zero: lowest compared OMol25 entry of this formula, charge and spin) is 176.0 kcal per mole. For the energy, the calculation gives -28489.96610 eV. The calculation puts the lowest unoccupied orbital energy at -0.17005 Eh. The calculation puts the max |F| at 3.55 eV/Å. As for the HOMO-LUMO gap: 2.9 eV.

CARTESIAN COORDINATES (ANGSTROEM)
N  -2.15053  0.15034  1.10736
C  -0.70914  0.18004  0.47706
C  -0.81977  0.01900  -1.12291
S  2.36687  -0.55484  -1.81459
S  2.49006  0.77316  -0.17891
C  3.57915  -0.27379  1.00770
H  -2.19307  -0.68161  1.78988
H  -2.87872  0.12545  0.31746
H  -0.07459  -0.58081  0.96283
H  -0.39749  1.16660  0.78227
H  -1.80291  -0.44728  -1.27272
H  -0.77388  0.99744  -1.73609
H  4.50170  -0.42137  0.49111
H  3.14484  -1.27727  1.21290
H  3.86954  0.32903  1.96108
H  -4.40544  0.87585  -1.46698
H  -0.18152  -0.76199  -1.45297
O  -3.56511  0.38205  -1.06447

***

[5]
C2H7N in the gas phase at a distorted geometry. Source: OMol25; level of theory: ωB97M-V/def2-TZVPD.

The value obtained for the relative energy (zero: lowest compared OMol25 entry of this formula, charge and spin) is 27.2 kcal per mole. For the energy, the calculation gives -3676.30350 eV. The calculation puts the lowest unoccupied orbital energy at 0.04594 Eh. The calculation puts the max |F| at 2.94 eV/Å. As for the HOMO-LUMO gap: 9.6 eV.

CARTESIAN COORDINATES (ANGSTROEM)
C  -1.19013  -0.14245  -0.07073
N  -0.07733  0.74367  -0.17526
C  1.11714  -0.10354  -0.03613
H  -1.13916  -0.50400  1.04415
H  -0.75462  -0.96495  -0.72565
H  -2.20778  0.27029  -0.24438
H  -0.11237  1.66081  0.28492
H  2.11532  0.52566  -0.19227
H  1.06558  -0.87725  -0.82681
H  1.18336  -0.60823  0.94216